Record 1
A 2-piece molecular cluster, C28H27F2N2O overall, computed with the ωB97M-V functional and the def2-TZVPD basis.

Calculated values
- LUMO: -4.911 eV
- Frontier orbital gap: 6.1 eV
- HOMO: -10.971 eV

ORCA input file:
```
! RIJCOSX wB97M-V def2-TZVPD def2/J DEFGRID3
* xyz 1 1
C 5.129 1.451 3.617
C 3.808 0.756 3.545
C 2.660 1.260 4.145
F 2.825 2.349 4.950
C 1.369 0.757 3.980
C 1.165 -0.306 3.090
C -0.151 -0.589 2.385
C -1.466 -0.173 3.022
C -1.718 1.176 3.297
C -3.024 1.588 3.548
F -3.246 2.893 3.885
C -4.145 0.766 3.493
C -5.527 1.318 3.637
C -3.853 -0.597 3.330
C -2.550 -1.051 3.106
C 2.318 -0.925 2.590
C 3.597 -0.432 2.833
H 5.883 0.781 3.206
H 5.205 2.392 3.054
H 5.402 1.657 4.652
H 0.537 1.252 4.489
H -0.097 -0.036 1.415
H -0.920 1.917 3.263
H -6.271 0.551 3.424
H -5.691 1.615 4.674
H -5.749 2.194 3.013
H -4.672 -1.312 3.309
H -2.376 -2.117 2.954
H 2.210 -1.776 1.916
H 4.469 -0.922 2.412
H -0.216 -1.602 1.977
C 0.142 -4.693 5.365
H 1.217 -4.513 5.280
C -0.687 -3.841 6.094
C -2.078 -3.993 6.094
N -2.625 -5.126 5.542
C -3.884 -5.682 5.905
C -4.942 -4.880 6.341
C -6.193 -5.452 6.657
C -6.400 -6.843 6.557
C -7.705 -7.513 6.926
C -5.324 -7.636 6.104
C -4.097 -7.062 5.761
C -1.860 -5.802 4.609
C -0.518 -5.486 4.417
C -0.034 -5.773 3.014
N 1.210 -5.290 2.629
O -0.750 -6.384 2.227
H -0.227 -2.980 6.568
H -2.791 -3.256 6.475
H -4.808 -3.799 6.377
H -7.021 -4.809 7.019
H -7.521 -8.515 7.333
H -8.281 -6.945 7.668
H -8.343 -7.642 6.042
H -5.468 -8.723 6.054
H -3.315 -7.709 5.380
H -2.395 -6.570 4.047
H 1.669 -4.615 3.226
H 1.301 -5.098 1.625
*
```

Record 2
A 2-piece molecular cluster, C3H8OS2 overall, computed with the ωB97M-V functional and the def2-TZVPD basis.

Calculated values
- LUMO: 0.445 eV
- Frontier orbital gap: 8.8 eV
- SMILES: C=CO.CSS
- HOMO: -8.385 eV

ORCA input file:
```
! RIJCOSX wB97M-V def2-TZVPD def2/J DEFGRID3
* xyz 0 1
C -0.903 1.756 -2.035
C 0.192 2.293 -1.516
O 0.494 2.269 -0.189
H -0.875 1.602 -3.106
H -1.795 1.577 -1.467
H 0.972 2.821 -2.057
H 0.047 1.491 0.173
C 1.367 -0.771 -0.477
S -0.364 -1.153 -0.093
S -0.276 -1.443 1.971
H 1.331 -0.193 -1.398
H 1.735 -0.119 0.315
H 1.968 -1.652 -0.639
H -1.599 -1.313 2.122
*
```

Record 3
C4H6N2 in the gas phase, computed with the ωB97M-V functional and the def2-TZVPD basis.

Calculated values
- LUMO: 0.945 eV
- Frontier orbital gap: 9.2 eV
- HOMO: -8.285 eV

ORCA input file:
```
! RIJCOSX wB97M-V def2-TZVPD def2/J DEFGRID3
* xyz 0 1
C -0.770 -1.397 0.050
C -1.501 -0.294 0.043
C 1.094 -0.032 0.067
C -0.927 1.198 -0.026
N 0.493 1.040 0.135
N 2.346 -0.418 0.083
H -0.949 -2.481 0.328
H -2.606 -0.096 0.006
H -1.036 1.867 -0.908
H -1.484 1.766 0.863
H 2.426 -1.410 -0.264
H 2.915 0.257 -0.377
*
```

Record 4
C26H28N4O3 in the gas phase, computed with the ωB97M-V functional and the def2-TZVPD basis.

Calculated values
- LUMO: 0.309 eV
- Frontier orbital gap: 8.7 eV
- SMILES: COc1ccc([C@@H](C(=O)NC2CCCCC2)N(C(=O)c2ccccn2)c2cccnc2)cc1
- HOMO: -8.384 eV

ORCA input file:
```
! RIJCOSX wB97M-V def2-TZVPD def2/J DEFGRID3
* xyz 0 1
C 6.923 0.021 -1.376
O 5.911 -0.941 -1.541
C 4.729 -0.760 -0.891
C 3.763 -1.748 -1.095
C 2.535 -1.655 -0.484
C 2.223 -0.575 0.342
C 0.838 -0.543 0.940
C 0.479 0.601 1.915
O 0.997 1.701 1.918
N -0.518 0.246 2.737
C -1.175 1.193 3.620
C -1.984 0.432 4.668
C -3.192 -0.272 4.051
C -4.074 0.725 3.306
C -3.268 1.431 2.219
C -2.074 2.156 2.832
N -0.168 -0.504 -0.136
C -1.346 -1.134 0.062
O -1.571 -1.809 1.062
C -2.407 -0.911 -0.964
C -3.292 -1.935 -1.280
C -4.294 -1.675 -2.199
C -4.384 -0.404 -2.746
C -3.468 0.555 -2.337
N -2.503 0.314 -1.473
C 0.168 0.153 -1.335
C 0.683 1.445 -1.330
C 1.033 2.017 -2.540
C 0.859 1.281 -3.701
N 0.385 0.045 -3.709
C 0.059 -0.506 -2.559
C 3.185 0.398 0.548
C 4.429 0.310 -0.058
H 6.603 1.006 -1.731
H 7.240 0.096 -0.330
H 7.760 -0.325 -1.981
H 4.006 -2.579 -1.738
H 1.801 -2.431 -0.648
H 0.666 -1.491 1.470
H -0.987 -0.637 2.583
H -0.381 1.776 4.103
H -2.330 1.146 5.419
H -1.341 -0.295 5.167
H -2.867 -1.049 3.355
H -3.766 -0.761 4.841
H -4.925 0.206 2.860
H -4.462 1.467 4.009
H -3.898 2.149 1.690
H -2.921 0.699 1.488
H -2.428 2.933 3.513
H -1.480 2.635 2.053
H -3.182 -2.901 -0.812
H -4.994 -2.448 -2.481
H -5.150 -0.159 -3.465
H -3.505 1.568 -2.717
H 0.805 1.982 -0.402
H 1.432 3.019 -2.578
H 1.115 1.686 -4.671
H -0.311 -1.523 -2.609
H 2.971 1.241 1.184
H 5.151 1.089 0.129
*
```

Record 5
C41H101BN2O15P4STa as an isolated structure, computed with the ωB97M-V functional and the def2-TZVPD basis.

Calculated values
- LUMO: 1.873 eV
- Frontier orbital gap: 6.3 eV
- HOMO: -4.409 eV

ORCA input file:
```
! RIJCOSX wB97M-V def2-TZVPD def2/J DEFGRID3
* xyz -1 1
C -5.946 -3.148 4.934
C -6.138 -1.661 5.294
C -4.854 -1.046 5.884
C -4.159 -0.055 4.953
C -4.913 1.265 4.767
C -4.172 2.159 3.743
C -3.348 3.287 4.387
C -1.917 2.882 4.775
C -1.490 3.452 6.165
C -1.294 2.329 7.207
C 0.196 1.910 7.338
C 0.395 0.499 6.759
C 1.765 -0.114 7.065
C 2.887 0.177 6.031
C 2.629 1.327 5.052
C 3.651 1.260 3.891
C 3.165 1.998 2.617
C 3.250 1.139 1.332
C 1.907 1.163 0.583
C 1.796 0.075 -0.494
Ta 1.321 -2.009 0.294
C 0.984 -1.280 2.490
S -0.557 -0.582 2.894
O -1.381 -0.320 1.735
O -1.191 -1.338 3.955
P 3.876 -2.507 0.663
N 4.035 -2.496 2.263
B 1.705 -2.872 -1.903
O 2.359 -2.082 -2.851
N 1.259 -4.204 -2.397
C 1.755 -5.314 -1.592
C -0.181 -4.280 -2.598
H -4.905 -3.388 4.724
H -6.313 -3.793 5.732
H -6.522 -3.400 4.042
H -6.907 -1.627 6.067
H -6.495 -1.119 4.420
H -5.023 -0.565 6.851
H -4.147 -1.859 6.063
H -3.992 -0.501 3.973
H -3.185 0.179 5.382
H -5.922 1.076 4.400
H -4.949 1.809 5.714
H -4.890 2.619 3.060
H -3.511 1.544 3.127
H -3.901 3.681 5.243
H -3.274 4.109 3.671
H -1.199 3.266 4.047
H -1.792 1.800 4.817
H -0.565 4.015 6.052
H -2.277 4.115 6.525
H -1.873 1.450 6.924
H -1.651 2.667 8.182
H 0.856 2.631 6.860
H 0.410 1.813 8.404
H 0.131 0.456 5.704
H -0.347 -0.120 7.272
H 1.614 -1.197 7.076
H 2.048 0.151 8.085
H 3.176 -0.731 5.504
H 3.777 0.468 6.600
H 2.812 2.279 5.553
H 1.652 1.281 4.575
H 4.638 1.591 4.219
H 3.739 0.200 3.635
H 2.130 2.298 2.798
H 3.739 2.919 2.494
H 3.512 0.119 1.611
H 3.996 1.587 0.675
H 1.072 1.165 1.284
H 1.870 2.140 0.080
H 0.986 0.329 -1.188
H 2.711 0.045 -1.096
H 1.064 -3.756 0.912
H -0.420 -2.008 -0.246
H 1.737 -0.570 2.839
H 1.075 -2.158 3.131
H -0.244 0.637 3.419
H 4.316 -3.704 0.047
H 4.660 -1.466 0.088
H 4.388 -3.387 2.591
H 3.180 -1.748 -2.481
H 1.065 -5.553 -0.777
H 1.858 -6.192 -2.242
H 2.753 -5.103 -1.209
H -0.563 -3.324 -2.955
H -0.724 -4.609 -1.704
H -0.389 -5.019 -3.385
O 1.974 8.082 4.473
P 0.791 8.913 4.202
O -0.374 8.574 5.255
C -0.135 8.768 6.649
C -0.071 10.237 7.028
O 0.121 8.318 2.864
C 0.739 7.259 2.126
C 0.268 5.901 2.601
O 0.394 10.432 3.836
C 1.429 11.428 3.706
C 2.482 11.038 2.688
H 0.783 8.252 6.943
H -0.964 8.288 7.168
H 0.850 10.697 6.658
H -0.085 10.355 8.112
H -0.910 10.784 6.598
H 1.824 7.338 2.177
H 0.459 7.405 1.082
H 0.309 5.816 3.687
H 0.877 5.107 2.165
H -0.771 5.738 2.308
H 1.888 11.609 4.682
H 0.932 12.348 3.404
H 3.032 10.149 3.007
H 3.202 11.846 2.557
H 2.021 10.812 1.726
O -3.666 -0.556 -7.094
P -4.272 -1.818 -6.640
O -5.859 -1.790 -6.928
C -6.317 -1.645 -8.270
C -6.076 -2.891 -9.105
O -4.288 -1.761 -5.034
C -3.673 -0.690 -4.310
C -4.649 0.438 -4.048
O -4.026 -3.407 -6.674
C -2.855 -3.936 -7.335
C -1.571 -3.342 -6.794
H -5.844 -0.774 -8.732
H -7.386 -1.444 -8.206
H -5.013 -3.013 -9.327
H -6.607 -2.825 -10.056
H -6.407 -3.782 -8.572
H -2.788 -0.332 -4.834
H -3.332 -1.112 -3.364
H -5.187 0.717 -4.954
H -4.125 1.315 -3.666
H -5.393 0.134 -3.311
H -2.933 -3.763 -8.412
H -2.873 -5.013 -7.176
H -1.513 -2.270 -7.003
H -0.707 -3.818 -7.257
H -1.510 -3.468 -5.713
O 4.191 -7.101 -7.078
P 4.139 -6.180 -8.223
O 5.480 -5.293 -8.276
C 6.741 -5.946 -8.413
C 6.945 -6.534 -9.799
O 3.074 -5.041 -7.843
C 2.300 -5.102 -6.633
C 2.975 -4.388 -5.485
O 3.744 -6.156 -9.790
C 3.266 -7.360 -10.420
C 2.056 -7.942 -9.715
H 6.843 -6.719 -7.647
H 7.498 -5.187 -8.219
H 6.310 -7.411 -9.949
H 7.980 -6.849 -9.935
H 6.688 -5.805 -10.568
H 2.074 -6.138 -6.382
H 1.350 -4.613 -6.852
H 4.023 -4.672 -5.384
H 2.457 -4.601 -4.548
H 2.954 -3.309 -5.643
H 4.074 -8.097 -10.465
H 3.014 -7.091 -11.445
H 2.308 -8.273 -8.705
H 1.673 -8.803 -10.263
H 1.267 -7.194 -9.628
*
```

Record 6
A 6-piece molecular cluster, C20H57N5O6 overall, computed with the ωB97M-V functional and the def2-TZVPD basis.

Calculated values
- LUMO: 0.461 eV
- Frontier orbital gap: 9.1 eV
- SMILES: COC[C@H](C)N.COC[C@H](C)N.COC[C@H](C)N.COC[C@H](C)N.COC[C@H](C)N.O
- HOMO: -8.611 eV

ORCA input file:
```
! RIJCOSX wB97M-V def2-TZVPD def2/J DEFGRID3
* xyz 0 1
C -4.319 -0.853 4.975
O -3.907 0.252 5.745
C -3.633 1.438 5.046
C -3.090 2.556 5.937
C -2.009 2.064 6.900
N -4.158 3.150 6.767
H -5.246 -0.719 4.410
H -4.359 -1.651 5.709
H -3.586 -1.122 4.203
H -2.937 1.149 4.246
H -4.535 1.850 4.571
H -2.643 3.364 5.359
H -1.155 1.611 6.387
H -2.351 1.315 7.614
H -1.617 2.926 7.440
H -4.482 2.546 7.508
H -4.911 3.340 6.114
C -2.654 2.063 0.947
O -2.150 0.903 0.296
C -1.683 1.154 -1.029
C -1.121 -0.077 -1.717
C -2.132 -1.188 -1.972
N -0.017 -0.671 -0.946
H -1.849 2.802 0.976
H -2.924 1.762 1.958
H -3.593 2.303 0.441
H -2.371 1.710 -1.674
H -0.854 1.840 -0.793
H -0.794 0.262 -2.705
H -2.574 -1.406 -0.998
H -1.610 -2.056 -2.378
H -2.872 -0.977 -2.744
H -0.425 -1.064 -0.092
H 0.471 0.104 -0.483
C 2.083 -6.824 -4.632
O 2.356 -5.458 -4.291
C 1.228 -4.659 -4.673
C 1.356 -3.216 -4.164
C 0.500 -2.206 -4.934
N 2.754 -2.769 -4.160
H 2.871 -7.316 -4.053
H 2.305 -7.041 -5.677
H 1.124 -7.234 -4.321
H 1.056 -4.652 -5.756
H 0.364 -5.142 -4.206
H 1.009 -3.254 -3.119
H -0.482 -2.346 -4.466
H 0.485 -2.446 -5.994
H 0.809 -1.199 -4.669
H 2.882 -2.101 -3.396
H 3.334 -3.551 -3.853
C 0.753 2.292 3.428
O 0.958 0.906 3.355
C -0.136 0.084 3.662
C 0.394 -1.208 4.235
C 0.931 -2.115 3.132
N -0.690 -1.964 4.937
H 1.666 2.778 3.094
H 0.522 2.586 4.462
H -0.099 2.578 2.794
H -0.788 0.581 4.396
H -0.781 -0.121 2.797
H 1.217 -1.093 4.942
H 0.175 -2.455 2.420
H 1.374 -3.041 3.512
H 1.740 -1.634 2.579
H -0.245 -2.796 5.310
H -0.979 -1.401 5.732
C 0.791 2.078 -4.898
O 2.083 2.572 -4.741
C 2.355 2.883 -3.388
C 3.844 3.387 -3.379
C 4.115 4.471 -4.428
N 4.681 2.271 -3.829
H 0.473 1.944 -5.929
H 0.005 2.654 -4.392
H 0.641 1.086 -4.446
H 1.761 3.739 -3.037
H 2.159 1.990 -2.790
H 4.234 3.684 -2.405
H 4.104 4.069 -5.440
H 5.098 4.908 -4.251
H 3.441 5.333 -4.490
H 4.387 1.984 -4.759
H 4.450 1.422 -3.311
O 2.634 -0.971 -1.755
H 3.114 -1.620 -1.227
H 1.676 -1.126 -1.545
*
```

Record 7
C3H6N2OS as an isolated structure, computed with the ωB97M-V functional and the def2-TZVPD basis.

Calculated values
- LUMO: 0.396 eV
- Frontier orbital gap: 9.9 eV
- HOMO: -9.477 eV

ORCA input file:
```
! RIJCOSX wB97M-V def2-TZVPD def2/J DEFGRID3
* xyz 0 1
C 0.316 -1.197 -0.371
C -0.410 -0.233 0.416
C -1.285 0.596 -0.430
N 1.580 -1.331 -0.342
N 0.521 0.736 1.001
O 2.118 1.073 -0.954
S 2.094 0.326 0.259
H -0.313 -1.969 -0.962
H -0.766 -0.839 1.321
H -0.899 0.484 -1.402
H -1.382 1.621 -0.073
H -2.284 0.219 -0.491
H 0.710 0.514 2.028
*
```

Record 8
C26H16FeI2N6O7 as an isolated structure, computed with the ωB97M-V functional and the def2-TZVPD basis.

Calculated values
- LUMO (spin up / spin down): -3.323 / -5.667 eV
- Frontier orbital gap (spin up / spin down): 8.0 / 5.7 eV
- HOMO (spin up / spin down): -11.293 / -11.393 eV

ORCA input file:
```
! RIJCOSX wB97M-V def2-TZVPD def2/J DEFGRID3
* xyz 1 6
Fe 0.017 0.244 -0.037
I 1.619 -2.174 4.185
C 2.464 -2.560 2.343
C 3.449 -3.517 2.259
C 4.016 -3.862 1.030
I 5.453 -5.337 1.035
C 3.627 -3.199 -0.185
C 4.155 -3.484 -1.454
C 3.767 -2.728 -2.531
C 2.858 -1.685 -2.325
N 2.315 -1.426 -1.148
C 2.671 -2.177 -0.110
C 1.996 -1.860 1.163
O 1.075 -1.032 1.184
H 3.781 -4.014 3.161
H 4.868 -4.290 -1.570
H 4.161 -2.926 -3.520
H 2.567 -1.036 -3.148
N -2.076 3.061 0.564
C -1.509 2.541 1.713
C -1.936 3.048 2.940
C -1.371 2.577 4.101
C -0.351 1.638 4.018
C 0.030 1.207 2.774
N -0.544 1.622 1.617
C -2.455 2.370 -0.577
C -3.132 3.083 -1.568
C -3.622 2.404 -2.653
C -3.473 1.021 -2.704
C -2.781 0.407 -1.692
N -2.215 1.066 -0.648
H -2.529 3.949 0.684
H -2.728 3.787 2.962
H -1.723 2.933 5.062
H 0.136 1.246 4.903
H 0.833 0.499 2.671
H -3.265 4.153 -1.464
H -4.135 2.936 -3.444
H -3.882 0.435 -3.516
H -2.659 -0.662 -1.684
O 0.585 0.614 -2.035
C -0.019 -0.431 -2.421
O -0.543 -1.204 -1.590
C -0.117 -0.717 -3.882
C -0.800 -1.844 -4.317
C -0.880 -2.086 -5.672
C -0.310 -1.252 -6.610
C 0.356 -0.141 -6.141
C 0.465 0.148 -4.796
N 0.982 0.780 -7.126
O 1.545 1.763 -6.688
O 0.884 0.487 -8.300
N -1.603 -3.295 -6.144
O -1.684 -3.461 -7.344
O -2.065 -4.034 -5.297
H -1.255 -2.521 -3.609
H -0.380 -1.464 -7.665
H 0.995 1.029 -4.465
*
```

Let's list total energy in order: -39930.324 -26957.376 -7221.225 -39520.499 -128068.427 -41396.333 -19068.930 -101073.993 eV.